Entry 1:
Density functional theory data (ωB97M-V with the def2-TZVPD basis set) for a structure of composition C5H15IO2Sb in a non-equilibrium geometry.

Properties
Charge   -1
Max |F|   1.61 eV/Å
E_HOMO   -4.440 eV
E   -887.84923 a.u.
LUMO energy   0.0965 Eh

Positions of all 24 atoms, in Å:
I (-4.18, -1.29, -0.12)
Sb (1.61, -0.58, 0.56)
O (0.69, -0.54, -1.27)
O (1.13, -2.56, 0.82)
C (-0.21, 0.08, 1.61)
C (0.13, 1.86, -1.68)
C (1.00, 0.60, -2.01)
C (-1.49, -0.75, 1.28)
C (-2.24, -0.27, 0.03)
H (-1.28, -1.83, 1.27)
H (2.54, -0.57, 2.08)
H (2.07, 0.91, -1.96)
H (0.80, 0.35, -3.08)
H (-0.35, 1.16, 1.48)
H (-1.73, -0.51, -0.91)
H (2.09, 1.11, 0.36)
H (1.23, -2.78, 1.74)
H (-2.19, -0.60, 2.13)
H (-0.57, 1.68, -0.85)
H (-0.50, 2.13, -2.56)
H (0.74, 2.73, -1.40)
H (3.08, -1.07, -0.27)
H (-0.02, -0.07, 2.70)
H (-2.36, 0.82, 0.06)

Here are the Mulliken charges for atoms 1 to 5, given in e: atom 1 (I): -0.13, atom 2 (Sb): 1.10, atom 3 (O): -0.81, atom 4 (O): -0.85, atom 5 (C): -1.33



Entry 2:
Density functional theory data (ωB97M-V with the def2-TZVPD basis set) for a structure of composition C25H43BrCsN5O5 in a non-equilibrium geometry.

Properties
Energy relative to the best compared isomer or geometry (same formula, charge and spin)   0.0 kJ/mol
Max |F|   3.07 eV/Å
E_HOMO   -7.908 eV
E   -4222.62138 a.u.
LUMO energy   0.0107 Eh

Positions of all 80 atoms, in Å:
Cs (0.54, -0.79, -2.49)
Br (-2.84, -1.25, -3.51)
O (0.60, 1.81, -2.57)
O (0.80, -1.35, 0.02)
O (-1.15, 1.07, -1.42)
O (0.23, -3.03, -1.33)
O (-1.28, 2.14, -7.04)
N (0.42, 0.25, 2.50)
N (-1.22, -2.25, 1.84)
N (-2.31, 0.28, 0.79)
N (-3.54, 1.42, -3.64)
N (-0.56, 2.56, 0.78)
C (-2.11, 0.66, -5.43)
C (1.14, 1.50, 2.24)
C (-1.85, 3.26, 0.79)
C (-4.24, 1.49, -0.14)
C (-3.44, 1.23, 1.14)
C (0.24, 2.70, 1.98)
C (-4.31, 0.62, 2.23)
C (2.49, -0.55, 3.70)
C (0.95, -0.51, 3.66)
C (-1.75, 4.73, 1.16)
C (-2.86, 0.50, -4.28)
C (-2.74, -1.10, 0.37)
C (-3.46, 2.64, -4.17)
C (0.54, -1.99, 3.56)
C (-1.28, -3.71, 3.86)
C (0.18, 2.79, -0.45)
C (-0.91, -2.35, 3.27)
C (-0.52, -3.14, 0.92)
C (0.23, -2.46, -0.23)
C (-2.72, 2.97, -5.29)
C (-2.84, 2.52, 1.68)
C (0.40, 0.13, 4.93)
C (-0.15, 1.83, -1.59)
C (-2.61, -2.09, 1.51)
C (-2.03, 1.95, -5.93)
H (-3.75, 0.43, 3.14)
H (2.82, -1.29, 4.43)
H (-1.77, 0.72, -0.02)
H (1.18, -2.49, 2.83)
H (-4.98, 0.71, -0.32)
H (2.88, -0.84, 2.73)
H (-2.69, 3.99, -5.64)
H (-5.10, 1.34, 2.46)
H (-3.10, -3.03, 1.21)
H (-0.68, 0.04, 4.97)
H (-1.27, 3.08, -7.26)
H (-4.78, 2.43, -0.02)
H (-1.22, -3.87, 0.48)
H (1.77, 1.77, 3.09)
H (0.81, -2.44, 4.52)
H (-1.61, 0.21, 1.56)
H (-0.98, 5.23, 0.57)
H (-2.05, -1.39, -0.41)
H (-2.69, 5.25, 0.98)
H (1.83, 1.36, 1.40)
H (0.63, 1.19, 4.96)
H (-1.50, 4.87, 2.22)
H (-4.01, 3.42, -3.66)
H (0.23, -3.73, 1.46)
H (-4.80, -0.30, 1.90)
H (2.94, 0.40, 3.99)
H (-3.73, -1.03, -0.07)
H (-3.61, 1.55, -1.02)
H (1.26, 2.73, -0.27)
H (-1.58, -0.16, -5.90)
H (0.85, 3.62, 1.97)
H (-2.37, 2.32, 2.65)
H (-1.55, -1.58, 3.74)
H (-0.63, -4.49, 3.46)
H (-1.15, -3.71, 4.94)
H (-0.43, 2.80, 2.84)
H (-3.14, -1.73, 2.40)
H (0.50, -0.35, 1.67)
H (-3.69, 3.17, 1.90)
H (0.82, -0.33, 5.83)
H (0.03, 3.82, -0.83)
H (-2.31, -3.98, 3.64)
H (-2.22, 3.20, -0.24)

Here are the Mulliken charges for atoms 1 to 5, given in e: atom 1 (Cs): 1.18, atom 2 (Br): -0.18, atom 3 (O): -0.84, atom 4 (O): -1.04, atom 5 (O): -1.13



Entry 3:
Density functional theory data (ωB97M-V with the def2-TZVPD basis set) for an isolated molecule of C19H30N4O4S.

Properties
SMILES   Cc1cc(C(=O)N2CCCN(CCNC(=O)[C@@H]3CCS(=O)(=O)C3)CC2)[nH]c1C
Energy relative to the best compared isomer or geometry (same formula, charge and spin)   65.4 kJ/mol
Max |F|   0.07 eV/Å
E_HOMO   -8.079 eV
E   -1660.20717 a.u.
LUMO energy   0.0162 Eh

Positions of all 58 atoms, in Å:
S (3.19, -0.97, -3.21)
O (2.95, -0.77, 0.54)
O (-3.35, -0.08, 2.51)
O (2.58, -2.24, -2.93)
O (3.88, -0.76, -4.46)
N (-3.28, 0.63, 0.37)
N (-1.49, -1.93, 2.22)
N (-0.85, 2.17, 0.21)
N (1.76, 1.12, 0.38)
C (-0.56, -2.87, 1.91)
C (-3.03, 2.95, 1.25)
C (3.59, 0.75, -1.21)
C (-0.49, -2.94, 0.53)
C (-2.95, -0.24, 1.36)
C (4.27, -0.45, -1.86)
C (0.79, 0.68, 1.37)
C (-2.02, -1.36, 1.09)
C (2.79, 1.45, -2.33)
C (-3.98, 1.86, 0.76)
C (-1.15, 1.19, -0.83)
C (-2.61, 0.71, -0.91)
C (0.43, -3.80, -0.29)
C (0.21, -3.60, 2.95)
C (2.74, 0.29, -0.02)
C (-1.82, 3.24, 0.35)
C (-1.41, -1.99, 0.02)
C (-0.34, 1.69, 1.49)
C (1.99, 0.35, -3.01)
H (-1.10, 1.23, 2.14)
H (0.65, -4.74, 0.22)
H (1.19, -0.03, -2.37)
H (-0.90, 1.63, -1.81)
H (-1.80, -1.65, 3.14)
H (-2.69, 2.70, 2.25)
H (4.35, 1.43, -0.81)
H (0.42, -0.31, 1.10)
H (-0.49, 0.34, -0.69)
H (-1.59, -1.83, -1.03)
H (-2.66, -0.25, -1.43)
H (0.63, -4.52, 2.54)
H (-2.16, 3.52, -0.65)
H (1.61, 0.60, -3.99)
H (4.38, -1.28, -1.17)
H (-1.30, 4.11, 0.76)
H (1.04, -3.00, 3.32)
H (1.50, 1.93, -0.16)
H (-0.01, -4.03, -1.26)
H (-0.42, -3.87, 3.80)
H (1.27, 0.58, 2.35)
H (1.38, -3.29, -0.47)
H (0.02, 2.58, 2.02)
H (-3.61, 3.88, 1.36)
H (-4.69, 1.61, 1.55)
H (-4.54, 2.20, -0.11)
H (3.49, 1.90, -3.04)
H (-3.19, 1.40, -1.52)
H (5.22, -0.20, -2.32)
H (2.15, 2.26, -1.97)

Here are the Mulliken charges for atoms 1 to 5, given in e: atom 1 (S): 1.08, atom 2 (O): -0.68, atom 3 (O): -0.75, atom 4 (O): -0.61, atom 5 (O): -0.69



Entry 4:
Density functional theory data (ωB97M-V with the def2-TZVPD basis set) for a cluster of 2 separate species, C3H3FP2 in total in a non-equilibrium geometry.

Properties
Energy relative to the best compared isomer or geometry (same formula, charge and spin)   272.8 kJ/mol
Max |F|   4.34 eV/Å
E_HOMO   -9.105 eV
E   -898.50856 a.u.
LUMO energy   -0.0628 Eh

Positions of all 9 atoms, in Å:
P (-0.67, -1.40, 0.01)
P (1.42, 0.87, -0.01)
F (-3.04, 0.43, -0.08)
C (-0.98, 0.24, 0.16)
C (-0.22, 1.36, 0.15)
C (1.11, -1.04, -0.14)
H (1.49, -1.43, 0.80)
H (1.47, -1.51, -1.00)
H (-0.57, 2.49, 0.10)

Here are the Mulliken charges for atoms 1 to 5, given in e: atom 1 (P): -0.03, atom 2 (P): 0.03, atom 3 (F): -0.57, atom 4 (C): 0.25, atom 5 (C): -0.06



Entry 5:
Density functional theory data (ωB97M-V with the def2-TZVPD basis set) for an isolated molecule of C14H19NO4.

Properties
SMILES   CCCCOc1ccc(CC(=O)NCC(=O)O)cc1
Energy relative to the best compared isomer or geometry (same formula, charge and spin)   60.2 kJ/mol
Max |F|   0.68 eV/Å
E_HOMO   -8.286 eV
E   -900.62543 a.u.
LUMO energy   0.0168 Eh

Positions of all 38 atoms, in Å:
O (6.27, -1.72, 0.33)
O (5.27, 0.10, 1.15)
O (-4.02, 0.96, 0.57)
O (1.64, -0.81, -0.41)
N (3.53, 0.35, -0.78)
C (-2.14, 0.99, -1.00)
C (1.53, 1.61, -0.30)
C (-1.87, 1.39, 1.35)
C (-2.70, 1.09, 0.27)
C (-4.92, 0.48, -0.41)
C (-4.82, -3.34, 0.30)
C (0.05, 1.46, -0.10)
C (-4.76, -1.01, -0.69)
C (-0.51, 1.56, 1.17)
C (4.37, -0.81, -0.85)
C (-0.78, 1.18, -1.17)
C (2.20, 0.25, -0.48)
C (-5.05, -1.85, 0.56)
C (5.40, -0.88, 0.26)
H (-6.08, -1.69, 0.87)
H (3.98, 1.25, -0.72)
H (0.12, 1.78, 2.02)
H (-2.75, 0.77, -1.86)
H (-5.44, -1.29, -1.49)
H (5.93, 0.01, 1.86)
H (-5.47, -3.69, -0.50)
H (-3.79, -3.52, 0.01)
H (-0.36, 1.09, -2.16)
H (-3.74, -1.21, -1.02)
H (1.99, 2.10, 0.56)
H (-5.91, 0.68, 0.02)
H (1.74, 2.21, -1.19)
H (4.89, -0.88, -1.81)
H (-4.82, 1.06, -1.33)
H (3.71, -1.68, -0.76)
H (-4.40, -1.51, 1.37)
H (-2.31, 1.47, 2.33)
H (-5.03, -3.91, 1.20)

Here are the Mulliken charges for atoms 1 to 5, given in e: atom 1 (O): -0.57, atom 2 (O): -0.44, atom 3 (O): -0.48, atom 4 (O): -0.64, atom 5 (N): -0.20



Entry 6:
Density functional theory data (ωB97M-V with the def2-TZVPD basis set) for a structure of composition C8H10NO4 in a non-equilibrium geometry.

Properties
Energy relative to the best compared isomer or geometry (same formula, charge and spin)   6.8 kJ/mol
2S+1   2
Max |F|   2.43 eV/Å
E_HOMO (spin up / spin down)   -9.003 / -9.164 eV
E   -666.34642 a.u.
LUMO energy (spin up / spin down)   0.0115 / -0.1012 Eh

Positions of all 23 atoms, in Å:
O (0.65, -1.92, -2.78)
O (-0.05, 0.09, -2.16)
O (-1.17, -2.13, 1.96)
O (2.10, -0.32, -2.60)
N (0.93, -0.75, -2.49)
C (1.22, 0.64, 1.44)
C (-1.07, -0.52, 0.27)
C (1.32, 2.38, -0.37)
C (-0.54, -1.04, 1.43)
C (0.58, -0.45, 2.06)
C (0.70, 1.20, 0.27)
C (-0.46, 0.62, -0.36)
C (-2.25, -1.14, -0.34)
H (1.62, 2.11, -1.38)
H (2.20, 2.70, 0.20)
H (-1.98, -1.44, -1.37)
H (-2.58, -2.02, 0.23)
H (-1.15, 1.33, -0.82)
H (-0.73, -2.37, 2.79)
H (2.08, 1.10, 1.91)
H (1.02, -0.89, 2.96)
H (0.65, 3.25, -0.43)
H (-3.09, -0.44, -0.42)

Here are the Mulliken charges for atoms 1 to 5, given in e: atom 1 (O): -0.55, atom 2 (O): -0.41, atom 3 (O): -0.55, atom 4 (O): -0.54, atom 5 (N): 0.92



> What is the formula in the fifth record?

C14H19NO4